#a
{"formula": "C3H7FN3", "method": "wB97M-V/def2-TZVPD", "symbols": ["F", "N", "N", "N", "C", "C", "C", "H", "H", "H", "H", "H", "H", "H"], "xyz": [[0.41959, 0.86971, -1.84675], [-0.93449, 1.90727, 0.76043], [0.77151, -1.10962, 0.72062], [0.24211, 0.02059, 1.33392], [0.39513, -1.17307, -0.75365], [-0.33882, 0.79329, 0.51320], [-0.33214, 0.14173, -0.93322], [-0.88662, 2.56512, 1.62590], [1.16730, -1.15797, -1.53797], [-0.11759, -2.14876, -0.83229], [-1.18157, 2.39960, -0.03901], [-1.48205, 0.13982, -1.10412], [1.77491, -1.28466, 0.84866], [0.50274, -1.96304, 1.24430]], "e_homo_ev": -14.68, "homo_lumo_gap_ev": 11.25, "charge": 1}

#b
{"formula": "C3H7FN3", "method": "wB97M-V/def2-TZVPD", "symbols": ["F", "N", "N", "N", "C", "C", "C", "H", "H", "H", "H", "H", "H", "H"], "xyz": [[0.68582, 0.45929, 1.98418], [-1.50125, 1.22579, 0.71222], [1.48635, -1.29619, -1.11579], [-0.99751, -0.01445, -1.19302], [-0.78435, 0.30136, 0.05102], [1.56624, -0.67269, 0.00097], [0.36804, -0.44045, 0.95659], [2.33869, 0.02153, 0.32710], [2.38410, -1.11326, -1.58951], [-0.06157, -1.44542, 1.18323], [-1.66392, 0.60270, -1.66114], [-1.34361, 1.43465, 1.70272], [-0.41775, -0.81625, -1.50066], [-2.05928, 1.75340, 0.14210]], "e_homo_ev": -15.46, "homo_lumo_gap_ev": 11.50, "charge": 1}

Most stable of them? #b.

#a
{"formula": "C3H5PS", "method": "wB97M-V/def2-TZVPD", "symbols": ["S", "P", "C", "C", "C", "H", "H", "H", "H", "H"], "xyz": [[-2.50918, 1.95766, -1.04711], [0.15292, 0.38467, -1.72693], [-0.82834, -0.94466, 2.23976], [-0.64450, 0.05889, 2.85729], [-1.42371, 0.71913, -0.88821], [-0.73843, -1.98817, 1.83444], [0.67866, 1.67560, -1.97592], [-1.83465, -0.18670, -0.41073], [-0.83490, 1.01731, 3.05460], [0.68270, 0.13398, -0.52954]], "e_homo_ev": [-8.62, -8.62], "homo_lumo_gap_ev": [8.12, 8.12]}

#b
{"formula": "C3H5PS", "method": "wB97M-V/def2-TZVPD", "symbols": ["S", "P", "C", "C", "C", "H", "H", "H", "H", "H"], "xyz": [[-1.30342, 0.72639, 1.18860], [-1.04574, -0.54995, -1.53426], [0.36711, 0.07825, 0.86908], [-1.91912, -0.02765, -0.18513], [0.63421, -0.04974, -0.68332], [-3.75780, 0.23537, -0.13556], [0.73100, -0.89130, 1.33860], [0.95022, 0.87313, 1.23510], [1.41652, -0.86014, -0.74706], [0.88829, 0.85579, -1.13943]], "e_homo_ev": -8.11, "homo_lumo_gap_ev": 7.86}

Most stable of them? #a.

#a
{"formula": "C3H5PS", "method": "wB97M-V/def2-TZVPD", "symbols": ["S", "P", "C", "C", "C", "H", "H", "H", "H", "H"], "xyz": [[0.75005, -2.24835, 1.21142], [-0.57036, 1.66864, -0.10301], [-0.40951, -0.98365, 0.64114], [-0.16326, -1.09042, -0.81029], [0.36720, 0.05722, -0.14039], [-1.42020, -0.74533, 0.96118], [-0.46273, -1.62909, -1.64310], [0.03484, 2.13512, 1.02605], [0.37577, 2.50956, -1.02995], [1.49821, 0.32629, -0.11303]], "e_homo_ev": [-8.70, -8.53], "homo_lumo_gap_ev": [7.77, 7.08]}

#b
{"formula": "C3H5PS", "method": "wB97M-V/def2-TZVPD", "symbols": ["S", "P", "C", "C", "C", "H", "H", "H", "H", "H"], "xyz": [[2.84575, -1.22480, -0.00625], [-1.73352, -2.03214, 0.03554], [-1.31460, 0.46535, -0.04511], [-0.91597, -0.71183, -0.86679], [-0.71208, -0.69958, 0.66696], [-0.18137, -0.74507, -1.64953], [-2.37386, 0.65560, 0.09321], [0.20411, -0.71833, 1.22992], [3.39042, -0.01676, 0.13161], [-0.72294, 1.36773, -0.13102]], "e_homo_ev": [-9.46, -7.39], "homo_lumo_gap_ev": [9.04, 4.68]}

#c
{"formula": "C3H5PS", "method": "wB97M-V/def2-TZVPD", "symbols": ["S", "P", "C", "C", "C", "H", "H", "H", "H", "H"], "xyz": [[1.01159, -0.15527, 1.96240], [-1.27396, 0.39484, -1.92027], [-0.77994, -1.02422, -1.22194], [-0.17495, 0.64595, 0.82680], [0.09043, 0.01009, -0.67468], [-0.88959, -2.08374, -1.18480], [1.12655, 0.12263, -0.97301], [-0.01867, 1.71718, 0.84213], [2.07351, 0.00327, 1.16974], [-1.16497, 0.36926, 1.17364]], "e_homo_ev": -8.66, "homo_lumo_gap_ev": 8.58}

Most stable of them? #c.